Entry 1:
DFT (ωB97M-V/def2-TZVPD) results for a structure of composition CsH42O21 in a non-equilibrium geometry.

Calculated values
* E_LUMO: -2.55 eV
* strongest force on any atom: 2.3 eV/A
* E_HOMO: -13.4 eV
* calculated total energy: -44227.5113 eV
* orbital gap: 10.811 eV
* relative energy (zero: lowest compared OMol25 entry of this formula, charge and spin): 0.000 eV
* net charge: +1

Atoms and positions in Å:
Cs 9.49 9.41 8.89
O 11.21 4.29 7.74
H 11.15 3.35 7.89
H 11.31 4.47 6.79
O 13.00 8.12 11.15
H 13.06 7.55 11.91
H 12.50 7.55 10.49
O 7.09 6.54 9.77
H 7.25 5.92 10.53
H 6.16 6.78 9.81
O 6.28 9.26 6.88
H 6.99 9.92 6.81
H 6.71 8.40 6.93
O 4.62 8.22 9.22
H 3.77 7.87 8.94
H 4.96 8.94 8.70
O 11.59 5.54 4.99
H 10.92 5.15 4.40
H 11.47 6.52 4.93
O 10.67 12.26 7.21
H 10.87 12.64 8.08
H 9.70 12.35 7.16
O 5.22 8.80 12.03
H 6.17 8.89 12.08
H 5.00 8.54 11.12
O 6.79 11.00 10.08
H 6.70 10.11 10.45
H 7.50 11.41 10.68
O 7.83 7.07 7.27
H 8.49 6.44 6.95
H 7.38 6.64 8.04
O 7.79 11.52 7.63
H 7.16 11.51 8.38
H 7.37 12.03 6.89
O 10.61 6.55 9.15
H 9.99 6.48 9.91
H 10.85 5.65 8.87
O 7.84 5.85 12.32
H 6.92 6.08 12.50
H 8.03 5.19 13.00
O 10.86 9.91 12.46
H 11.20 10.26 13.30
H 11.63 9.46 11.97
O 11.96 12.66 9.63
H 12.33 11.78 9.56
H 12.75 13.26 9.53
O 12.60 9.88 8.82
H 13.19 9.22 9.24
H 12.73 9.84 7.85
O 10.55 8.66 5.48
H 9.72 8.69 4.99
H 11.12 9.46 5.29
O 9.50 11.77 10.96
H 10.14 12.47 10.79
H 10.02 11.09 11.43
O 5.36 6.57 13.47
H 5.00 7.27 12.97
H 4.63 6.11 13.88
O 8.02 8.78 11.58
H 8.68 8.90 12.24
H 8.19 7.83 11.36
O 12.00 10.80 5.66
H 11.61 11.38 6.35
H 12.32 11.42 5.02

---

Entry 2:
DFT (ωB97M-V/def2-TZVPD) results for a cluster of 2 separate species, C3H8N4 in total in a non-equilibrium geometry.

Calculated values
* E_LUMO: 1.04 eV
* strongest force on any atom: 4.0 eV/A
* E_HOMO: -9.0 eV
* calculated total energy: -9197.5877 eV
* orbital gap: 10.055 eV
* relative energy (zero: lowest compared OMol25 entry of this formula, charge and spin): 4.046 eV
* net charge: 0

Atoms and positions in Å:
C -0.61 0.73 -0.96
C -0.94 1.54 -2.23
C 0.38 -1.30 2.20
N 2.90 -1.36 -0.19
N 2.06 -1.54 0.57
N -0.92 0.91 0.22
N 1.25 -1.93 1.33
H -0.03 -0.19 -1.07
H -1.34 2.54 -2.12
H -1.74 0.96 -2.79
H -0.08 1.36 -2.85
H 0.67 -1.54 3.22
H 0.30 -0.19 1.97
H -0.57 -1.80 2.32
H -1.34 1.82 0.39

---

Entry 3:
DFT (ωB97M-V/def2-TZVPD) results for a structure of composition C34H57BiN3O2Si in a non-equilibrium geometry.

Calculated values
* E_LUMO: -4.25 eV
* strongest force on any atom: 2.3 eV/A
* E_HOMO: -11.4 eV
* calculated total energy: -58458.6426 eV
* orbital gap: 7.150 eV
* relative energy (zero: lowest compared OMol25 entry of this formula, charge and spin): 0.147 eV
* net charge: +1

Atoms and positions in Å:
O 1.03 -2.43 -0.41
O -2.15 -2.55 -5.00
C 2.21 -2.65 -1.25
C 3.12 -3.62 -0.52
H 2.68 -1.65 -1.42
H 1.94 -3.06 -2.23
H 3.53 -3.13 0.38
H 3.98 -3.93 -1.12
H 2.59 -4.55 -0.25
C -0.16 -3.27 -0.60
C -0.01 -4.32 -1.70
H -1.00 -2.57 -0.79
H -0.38 -3.71 0.39
H -0.08 -3.79 -2.68
H -0.87 -5.02 -1.63
H 0.92 -4.92 -1.59
C -2.99 -2.08 -3.94
C -1.32 -1.53 -5.55
C -3.86 -3.21 -3.43
H -3.68 -1.31 -4.34
H -2.44 -1.58 -3.12
H -4.28 -3.78 -4.26
H -4.70 -2.80 -2.86
H -3.30 -3.90 -2.77
C -0.77 -1.98 -6.90
H -0.46 -1.28 -4.88
H -1.90 -0.59 -5.68
H -0.23 -2.93 -6.82
H -0.09 -1.22 -7.28
H -1.59 -2.08 -7.64
H 0.43 0.72 -1.57
N 1.67 1.04 2.30
C 1.56 2.34 2.63
C 0.39 3.08 2.43
C -0.92 2.65 2.24
C 2.76 3.03 3.21
H 3.64 2.98 2.54
H 3.05 2.61 4.18
H 2.53 4.08 3.37
C -2.03 3.69 2.29
H -2.61 3.63 3.22
H -2.73 3.61 1.45
H -1.59 4.69 2.25
N -1.27 1.35 2.09
C 2.90 0.34 2.57
C 3.88 0.20 1.56
C 3.81 0.94 0.26
C 4.92 -0.70 1.75
H 5.66 -0.82 0.96
C 5.03 -1.41 2.95
H 5.85 -2.11 3.09
C 4.10 -1.22 3.96
H 4.17 -1.74 4.91
C 3.04 -0.33 3.79
C 1.99 -0.16 4.84
C -2.63 0.98 2.39
C -3.57 0.74 1.38
C -3.21 0.98 -0.05
C -4.84 0.27 1.73
H -5.55 0.10 0.93
C -5.19 0.08 3.07
H -6.20 -0.26 3.32
C -4.26 0.36 4.06
H -4.53 0.24 5.12
C -2.98 0.81 3.75
C -1.98 1.06 4.84
Bi 0.13 -0.34 1.26
H 3.56 0.27 -0.58
H 4.79 1.37 0.02
H 3.08 1.75 0.27
H 1.81 0.89 5.10
H 2.31 -0.67 5.75
H 1.03 -0.61 4.55
H -3.95 0.49 -0.70
H -2.23 0.58 -0.33
H -3.22 2.05 -0.29
H -1.14 0.35 4.80
H -2.46 0.93 5.82
H -1.55 2.07 4.78
H 0.51 4.16 2.52
C 0.78 0.52 -2.58
Si 0.48 2.36 -2.67
H 1.84 0.17 -2.61
H 0.03 -0.09 -3.10
C 1.57 2.73 -4.10
C 0.93 3.38 -1.17
C -1.37 2.55 -2.86
H -1.90 1.63 -3.12
H -1.52 3.25 -3.69
H -1.87 2.96 -1.99
H 2.59 2.40 -3.87
H 1.57 3.79 -4.34
H 1.22 2.13 -4.95
H 1.76 3.03 -0.55
H 0.10 3.55 -0.47
H 1.22 4.38 -1.52
N -0.71 -2.64 3.69
C -0.41 -1.78 2.95

---

Entry 4:
DFT (ωB97M-V/def2-TZVPD) results for a structure of composition C50H46BrN7OPtS3.

Calculated values
* E_LUMO (alpha / beta): -12.32 / -12.42 eV
* strongest force on any atom: 1.0 eV/A
* E_HOMO (alpha / beta): -18.3 / -18.3 eV
* calculated total energy: -170827.2330 eV
* orbital gap (alpha / beta): 5.952 / 5.867 eV
* relative energy (zero: lowest compared OMol25 entry of this formula, charge and spin): 5.052 eV
* net charge: +4

Atoms and positions in Å:
Pt 1.50 1.28 -0.01
N 0.15 0.64 1.16
S -1.15 0.17 1.79
N -2.18 -0.57 0.82
S -1.85 -1.97 0.18
N -0.46 -2.09 -0.51
S 0.11 -1.15 -1.68
N 1.08 -0.04 -1.36
C -1.25 -0.50 -2.61
C -1.79 0.72 -2.20
C -2.84 1.26 -2.91
C -3.35 0.59 -4.01
C -2.81 -0.62 -4.42
C -1.74 -1.18 -3.72
C 0.92 -2.32 -2.71
C 0.58 -3.67 -2.65
C 1.20 -4.55 -3.53
C 2.12 -4.08 -4.45
C 2.44 -2.72 -4.50
C 1.84 -1.83 -3.63
C -1.87 -3.29 1.34
C -3.03 -3.42 2.10
C -3.12 -4.48 2.98
C -2.07 -5.39 3.08
C -0.92 -5.24 2.31
C -0.81 -4.18 1.43
C -3.22 -2.27 -0.88
C -3.25 -3.53 -1.47
C -4.32 -3.85 -2.28
C -5.34 -2.93 -2.47
C -5.30 -1.68 -1.87
C -4.23 -1.33 -1.06
C -2.12 1.53 2.35
C -3.43 1.72 1.95
C -4.12 2.82 2.44
C -3.50 3.69 3.32
C -2.18 3.48 3.71
C -1.47 2.40 3.22
C -0.75 -0.77 3.22
C 0.43 -1.51 3.22
C 0.73 -2.26 4.34
C -0.14 -2.27 5.42
C -1.32 -1.54 5.40
C -1.64 -0.77 4.29
H -1.38 1.23 -1.33
H -3.28 2.20 -2.60
H -4.17 1.02 -4.57
H -3.20 -1.13 -5.29
H -1.30 -2.11 -4.04
H -0.13 -4.03 -1.92
H 0.96 -5.60 -3.49
H 2.59 -4.77 -5.14
H 3.16 -2.37 -5.23
H 2.07 -0.78 -3.67
H -3.85 -2.72 1.99
H -4.01 -4.61 3.57
H -2.15 -6.22 3.77
H -0.12 -5.96 2.40
H 0.08 -4.06 0.81
H -2.46 -4.26 -1.28
H -4.37 -4.83 -2.74
H -6.19 -3.19 -3.09
H -6.11 -0.97 -2.02
H -4.18 -0.37 -0.57
H -3.91 1.02 1.28
H -5.15 2.98 2.15
H -4.05 4.53 3.72
H -1.70 4.16 4.41
H -0.44 2.23 3.52
H 1.08 -1.49 2.36
H 1.64 -2.84 4.37
H 0.11 -2.86 6.30
H -1.99 -1.55 6.25
H -2.55 -0.19 4.27
C 6.39 3.69 0.85
C 5.66 2.38 0.79
C 6.27 1.16 1.07
C 5.55 -0.02 0.98
C 4.22 0.03 0.63
Br 3.28 -1.58 0.44
N 3.60 1.20 0.38
C 4.32 2.34 0.44
H 7.45 3.53 1.04
H 6.00 4.31 1.66
H 6.29 4.24 -0.08
H 7.32 1.13 1.35
H 6.02 -0.98 1.17
H 3.80 3.24 0.17
C 2.27 4.87 2.48
C 1.74 4.10 1.32
O 1.69 2.84 1.39
N 1.34 4.78 0.25
C 0.65 4.18 -0.89
C 1.60 3.59 -1.91
C 1.92 4.26 -3.07
C 2.81 3.69 -3.97
C 3.36 2.45 -3.68
C 3.01 1.82 -2.50
N 2.15 2.39 -1.63
H 2.52 4.19 3.29
H 1.53 5.60 2.83
H 3.16 5.42 2.19
H 1.49 5.78 0.24
H 0.03 4.94 -1.35
H -0.02 3.40 -0.51
H 1.48 5.22 -3.27
H 3.07 4.20 -4.89
H 4.06 1.97 -4.35
H 3.41 0.86 -2.23

---

Entry 5:
DFT (ωB97M-V/def2-TZVPD) results for an isolated molecule of C4H8O in a non-equilibrium geometry.

Calculated values
* E_LUMO: 1.12 eV
* SMILES: CC[C@H]1CO1
* strongest force on any atom: 2.2 eV/A
* E_HOMO: -10.1 eV
* calculated total energy: -6323.1876 eV
* orbital gap: 11.235 eV
* relative energy (zero: lowest compared OMol25 entry of this formula, charge and spin): 1.980 eV
* net charge: 0

Atoms and positions in Å:
C -1.64 0.55 0.21
C -0.59 -0.55 0.13
C 0.71 -0.22 -0.59
C 1.97 0.06 0.12
O 1.66 -1.23 -0.34
H -2.59 0.15 0.59
H -1.34 1.35 0.89
H -1.83 0.98 -0.77
H -0.99 -1.40 -0.44
H -0.38 -0.96 1.13
H 0.65 0.28 -1.55
H 2.82 0.51 -0.39
H 1.55 0.49 1.02

---

Entry 6:
DFT (ωB97M-V/def2-TZVPD) results for a structure of composition C37H45FGaN3Si2.

Calculated values
* E_LUMO: 0.26 eV
* strongest force on any atom: 0.3 eV/A
* E_HOMO: -7.7 eV
* calculated total energy: -114420.5708 eV
* orbital gap: 7.967 eV
* relative energy (zero: lowest compared OMol25 entry of this formula, charge and spin): 0.000 eV
* net charge: 0

Atoms and positions in Å:
Ga 0.23 1.42 0.48
C 1.67 -2.38 2.98
Si 0.35 -1.16 3.49
C 1.12 0.46 4.01
C -0.76 -1.91 4.82
C -0.56 -2.43 6.10
C -1.64 -2.96 6.80
C -2.92 -2.96 6.24
C -3.13 -2.44 4.97
C -2.05 -1.92 4.25
Si -1.82 -1.11 2.56
C -2.37 -2.16 1.12
C -2.77 0.51 2.47
H 2.09 -2.87 3.87
H 2.48 -1.88 2.44
H 1.26 -3.15 2.32
H 1.70 0.34 4.93
H 0.35 1.21 4.19
H 1.79 0.84 3.23
H 0.42 -2.44 6.56
H -1.49 -3.37 7.79
H -3.75 -3.37 6.80
H -4.13 -2.45 4.55
H -3.38 -2.55 1.29
H -1.70 -3.01 0.95
H -2.39 -1.55 0.21
H -3.78 0.37 2.88
H -2.88 0.85 1.43
H -2.28 1.30 3.04
C -2.60 3.73 0.60
C -2.34 3.90 -0.90
C -1.03 4.68 -1.12
C -2.52 2.56 -1.62
C -3.84 2.28 -1.99
C -4.19 1.12 -2.65
C -3.19 0.23 -3.00
C -1.86 0.45 -2.66
C -0.83 -0.56 -3.14
C -0.61 -0.46 -4.65
C -1.24 -2.00 -2.82
C -1.53 1.61 -1.92
N -0.20 1.81 -1.43
C 0.75 2.28 -2.31
C 0.56 2.53 -3.68
C 1.60 2.99 -4.48
C 2.86 3.25 -3.96
C 3.06 3.09 -2.60
C 2.02 2.64 -1.83
F 2.18 2.57 -0.47
H -2.55 4.69 1.11
H -1.85 3.07 1.05
H -3.58 3.29 0.79
H -3.13 4.53 -1.30
H -0.21 4.26 -0.54
H -1.18 5.71 -0.79
H -0.74 4.69 -2.17
H -4.61 3.01 -1.75
H -5.22 0.93 -2.92
H -3.46 -0.67 -3.56
H 0.12 -0.34 -2.65
H -1.56 -0.59 -5.18
H 0.07 -1.25 -4.99
H -0.19 0.50 -4.95
H -2.00 -2.36 -3.52
H -1.67 -2.10 -1.82
H -0.38 -2.67 -2.91
H -0.43 2.38 -4.09
H 1.41 3.14 -5.54
H 3.66 3.60 -4.60
H 4.00 3.32 -2.12
N 0.80 -1.89 -0.40
C 2.07 -2.35 -0.66
C 2.33 -3.58 -1.21
C 3.65 -4.05 -1.36
C 4.72 -3.29 -0.98
C 4.49 -2.01 -0.42
C 5.54 -1.16 0.01
C 5.24 0.06 0.54
C 3.89 0.46 0.62
N 2.89 -0.29 0.23
C 3.18 -1.53 -0.28
H 0.05 -2.35 -0.88
H 0.71 -0.88 -0.36
H 1.49 -4.21 -1.51
H 3.81 -5.03 -1.79
H 5.73 -3.65 -1.09
H 6.56 -1.50 -0.08
H 6.02 0.73 0.88
H 3.64 1.44 1.02

---

- Among the records above, which one has the highest strongest force on any atom?
  C3H8N4